(1)
Computed, not measured: a 2-piece molecular cluster, C25H38ClF10IN3O3P overall, with ωB97M-V/def2-TZVPD.

Computed properties:
- HOMO energy: -4.28 eV
- Kohn-Sham gap: 1.7 eV

Structure (XYZ):
```
82
Properties=species:S:1:pos:R:3:forces:R:3
C 0.884840 -2.244519 -0.959546 -0.21 -0.32 0.02
C 0.915376 -0.771264 -0.245847 2.89 -0.61 3.85
N 1.682784 -0.665458 0.921311 -3.23 -0.96 -5.43
C 0.110505 0.573482 -0.715097 1.14 0.09 1.66
C 0.306595 1.009806 -2.278002 -2.24 2.79 -0.81
C 1.748328 0.862093 -3.028800 -0.16 -2.13 -1.59
F 1.952615 -0.564197 -3.483594 -0.54 4.33 1.24
F 1.814948 1.669738 -4.304237 -0.24 -2.19 3.69
C 3.065657 1.250552 -2.145886 2.23 -0.71 1.84
F 2.831927 2.164552 -1.006479 0.31 -2.79 -3.71
F 3.686724 0.002285 -1.581083 -2.22 4.14 -1.91
C 4.286610 1.959351 -3.043430 2.93 0.62 0.65
F 4.705566 1.144485 -4.206951 -1.79 3.28 3.99
F 4.003186 3.391363 -3.365000 0.82 -5.14 0.67
F 5.474770 1.996042 -2.110601 -3.99 -0.02 -3.36
C 0.037572 2.655963 -2.404603 1.29 -0.27 0.53
N -1.243971 3.091278 -2.631123 1.72 -1.75 -1.02
C -1.618077 4.550962 -2.758307 -0.19 1.31 0.84
C -0.439904 5.525052 -3.351536 -0.55 0.74 -0.33
C 0.179309 5.060897 -4.800633 2.35 0.49 1.82
I -1.342059 4.491035 -6.283946 0.95 0.28 0.95
C -2.110840 1.824996 -2.656553 -0.57 -0.07 3.71
P -3.759398 2.002160 -3.601681 -1.13 -0.30 -2.05
C -4.808335 3.243850 -2.580449 -0.13 0.37 1.42
O -4.667958 0.499482 -3.541459 -0.08 2.84 2.37
C -1.082236 0.569803 -3.055576 -1.67 1.10 -1.62
Cl -1.904198 -1.040890 -2.617727 1.24 1.56 0.98
C -1.114767 0.527892 -4.697319 2.45 -0.83 -0.24
O -2.134534 -0.503615 -5.059633 -0.98 2.22 -4.83
C -2.566054 -0.355122 -6.457672 -0.74 -1.18 -0.53
F -3.240629 0.938008 -6.763783 2.61 -4.26 0.87
F -3.580942 -1.423729 -6.789765 3.70 3.84 1.41
F -1.425219 -0.585067 -7.384010 -3.78 1.16 2.82
H 0.613662 -2.247349 -2.097448 0.56 0.17 2.23
H 0.105638 -2.944636 -0.408333 1.47 1.62 -1.06
H 1.937295 -2.771444 -0.814135 -2.18 1.36 -0.31
H 2.097489 -1.628456 1.088648 -0.66 1.27 0.04
H -1.028826 0.471935 -0.382256 2.41 0.14 -1.32
H 0.530797 1.477988 -0.058849 -0.71 -2.21 -1.36
H 0.968663 3.357853 -2.304759 -2.25 -1.21 -0.20
H -2.586723 4.729208 -3.391894 1.95 -0.84 1.15
H -1.835661 4.929960 -1.647277 0.32 -0.68 -2.29
H 0.395862 5.721004 -2.520962 -1.63 -0.66 -2.04
H -0.952737 6.585702 -3.540349 0.93 -2.36 0.60
H 0.955480 4.181688 -4.579043 -2.00 1.62 -0.91
H 0.851912 5.951069 -5.224790 -1.80 -1.96 0.78
H -2.458368 1.785724 -1.516030 0.95 -0.64 -2.00
H -5.656770 2.688887 -1.978960 1.56 1.16 -1.18
H -5.275874 4.070849 -3.276431 0.94 -1.90 1.28
H -4.133504 3.788445 -1.786201 -1.35 -1.03 -1.44
H -5.362682 0.658084 -2.814768 1.41 -0.76 -1.44
H -1.293501 1.561435 -5.215923 0.12 -1.93 1.16
H -0.074029 0.067349 -5.051000 -2.24 1.18 0.64
C -1.440583 -3.089729 4.480332 -0.41 0.05 0.09
C -0.148190 -2.271116 4.693206 -1.19 0.37 0.31
C -0.112316 -1.718255 6.142087 0.19 0.11 0.06
C 0.129420 -2.758548 7.230512 -0.14 0.12 0.40
C 0.931338 -3.965356 6.759342 -0.14 -0.26 -0.15
C 1.814486 -3.713668 5.510446 0.02 -0.78 0.70
N 0.947755 -3.221121 4.425006 1.97 1.19 -1.98
O 1.634418 -2.982025 3.243775 -1.12 -0.51 1.79
C 2.395087 -5.094963 5.102573 0.05 0.11 -0.27
C 2.995141 -2.789279 5.885662 0.15 0.24 -0.16
C -0.233774 -1.023519 3.767094 0.48 -0.40 -0.21
H -1.509940 -3.459699 3.452248 0.21 0.08 0.10
H -2.333978 -2.482016 4.669862 0.09 0.04 0.01
H -1.490955 -3.958404 5.143142 0.11 0.09 -0.02
H 0.672390 -0.955473 6.218998 -0.06 -0.11 -0.26
H -1.048268 -1.186427 6.369812 0.13 -0.13 -0.31
H 0.645424 -2.275000 8.069424 -0.11 -0.02 -0.11
H -0.830099 -3.105876 7.631298 0.13 0.02 -0.02
H 1.539430 -4.337351 7.594413 0.10 0.05 -0.32
H 0.223202 -4.774647 6.538764 0.21 0.05 -0.20
H 1.599197 -5.778093 4.781715 0.05 0.24 0.04
H 2.912903 -5.568561 5.946091 -0.12 0.23 0.00
H 3.119996 -5.013729 4.283928 -0.26 0.15 0.11
H 3.589785 -3.234584 6.694152 -0.22 -0.06 -0.10
H 2.674186 -1.802404 6.231879 -0.08 -0.12 -0.06
H 3.676037 -2.634916 5.041826 -0.30 -0.07 -0.02
H -1.112547 -0.413783 4.014975 0.08 -0.30 0.27
H -0.333861 -1.296985 2.711163 0.22 -0.06 0.24
H 0.647998 -0.381033 3.876057 -0.06 -0.25 -0.12
```
Positions in Å, forces in eV/Å.

(2)
Computed, not measured: C25H38CrF7N2O2PS2SbSi as an isolated structure, with ωB97M-V/def2-TZVPD.

Computed properties:
- Energy relative to the best compared isomer or geometry (same formula, charge and spin): 6.0 kcal/mol
- HOMO energy (alpha / beta): -8.25 / -8.19 eV
- Kohn-Sham gap (alpha / beta): 7.8 / 5.3 eV
- Spin multiplicity: 6

Structure (XYZ):
```
80
Properties=species:S:1:pos:R:3:forces:R:3
Cr -0.171610 1.255253 -0.409893 -0.31 -0.37 -1.02
C -0.737266 2.349616 3.571545 0.17 0.30 0.05
Si -1.016909 0.729718 2.718092 -0.24 -0.20 -0.07
C -2.650996 0.683786 1.834274 -0.11 0.20 -0.22
C -1.004733 -0.681185 3.935544 0.18 -0.26 0.16
N 0.257506 0.529435 1.445487 1.03 0.19 0.86
C 1.568185 0.453650 1.774217 -0.60 0.01 0.23
C 2.068752 0.472774 3.113068 -0.06 -0.05 0.03
C 3.405953 0.342166 3.381434 0.06 -0.02 -0.02
C 4.332407 0.194441 2.338504 -0.04 0.01 -0.04
C 3.902814 0.205253 1.015310 0.38 -0.03 0.31
C 2.568511 0.343579 0.769353 0.11 0.01 0.79
F 2.175244 0.356632 -0.482476 -0.52 0.04 -1.34
H -1.157874 2.330389 4.583255 0.05 0.00 -0.12
H -1.230604 3.143245 3.006655 0.04 0.03 0.04
H 0.325655 2.603892 3.637547 -0.15 0.03 0.04
H -3.412513 0.228809 2.478188 0.11 0.02 -0.08
H -2.605371 0.106402 0.902875 -0.06 -0.02 0.10
H -2.992688 1.690229 1.572821 0.01 -0.14 0.00
H -1.545946 -0.366512 4.839075 0.08 -0.05 -0.18
H -0.007125 -1.014209 4.238317 -0.18 -0.01 0.00
H -1.533782 -1.540498 3.514972 0.06 0.01 0.04
H 1.374426 0.619316 3.930863 0.09 -0.07 -0.09
H 3.743202 0.357481 4.410429 0.03 0.02 -0.07
H 5.387275 0.088862 2.556982 -0.04 0.01 0.01
H 4.589988 0.129107 0.180041 -0.07 -0.01 0.10
C -2.954474 -2.754544 -1.351415 -0.06 -0.09 0.06
C -1.941009 -3.357277 -0.378545 0.17 0.12 0.05
C -2.468987 -3.393037 1.054878 -0.11 -0.13 -0.17
Sb -0.047343 -2.305649 -0.575132 -0.04 -0.03 0.22
C 0.375244 -3.048423 -2.574415 0.07 -0.08 0.26
C -0.011936 -4.518867 -2.728676 0.13 0.03 -0.27
C 1.820491 -2.783130 -3.008506 -0.18 0.01 -0.19
C 1.134394 -3.691027 0.642512 -0.07 0.15 -0.25
C 0.971568 -3.356727 2.121142 0.14 -0.15 0.06
C 2.613921 -3.681299 0.259319 -0.02 -0.16 0.16
H -3.830189 -3.409953 -1.433136 0.04 0.09 0.01
H -2.547106 -2.614643 -2.356800 -0.03 -0.02 0.07
H -3.302768 -1.776295 -1.005279 0.06 -0.06 -0.03
H -1.688898 -4.374503 -0.686881 -0.12 0.00 0.05
H -2.540037 -2.393193 1.487290 -0.01 0.06 0.01
H -1.843688 -4.007553 1.705544 -0.06 0.05 -0.04
H -3.477537 -3.825324 1.069757 0.08 0.04 0.02
H -0.281866 -2.426451 -3.180432 -0.02 -0.03 -0.07
H 0.486685 -5.156408 -1.988728 -0.04 0.06 -0.07
H 0.294627 -4.873432 -3.722852 -0.05 0.00 0.13
H -1.090538 -4.675196 -2.649217 0.13 0.01 -0.01
H 2.502287 -3.536625 -2.615960 -0.01 0.02 -0.05
H 2.177039 -1.797077 -2.705005 -0.02 -0.02 0.00
H 1.885174 -2.830374 -4.101312 0.02 0.00 0.07
H 0.699084 -4.673986 0.430967 0.09 0.00 0.07
H 1.383790 -2.367921 2.343295 0.00 0.00 0.00
H 1.515703 -4.085202 2.738707 -0.05 0.11 -0.05
H -0.067359 -3.365677 2.442741 -0.01 0.05 0.05
H 3.072128 -2.710743 0.482819 -0.05 -0.05 -0.04
H 2.779797 -3.898932 -0.793242 0.00 -0.01 0.11
H 3.156819 -4.439527 0.840573 -0.03 0.13 -0.03
F -1.698115 0.276390 -1.878315 0.12 0.19 -0.11
P -0.982487 0.785638 -3.305458 0.39 -0.51 -0.34
F -0.183505 1.259105 -4.586706 -0.11 0.22 -0.04
F -1.527945 -0.521360 -4.033939 -0.07 0.11 0.11
F -0.342854 2.073479 -2.424442 -0.02 -0.05 0.27
F 0.344766 -0.011128 -2.784953 0.15 -0.24 0.04
F -2.247547 1.646931 -3.654781 -0.11 0.03 0.02
O -2.326997 2.665340 -0.764033 0.09 0.26 0.19
S -1.621968 3.756543 -0.125510 -0.05 -0.01 0.30
O -2.246605 4.322880 1.037199 0.05 0.05 0.03
N -0.087710 3.199113 0.201194 -0.22 0.62 -0.27
C 0.875016 4.033764 -0.307169 -0.25 -0.18 0.11
S 2.487958 3.811943 -0.082260 -0.13 -0.02 -0.08
C 0.269764 5.122203 -1.142499 -0.03 -0.23 0.18
C 0.932668 6.094207 -1.866107 0.09 0.13 -0.09
C 0.181169 6.964004 -2.646292 0.06 -0.01 -0.02
C -1.207805 6.864755 -2.700045 0.10 0.11 -0.05
C -1.879117 5.899785 -1.966954 -0.18 -0.10 0.07
C -1.112448 5.044809 -1.202641 0.13 -0.08 -0.03
H 2.013094 6.146468 -1.822114 -0.03 0.02 -0.02
H 0.682325 7.722803 -3.236412 -0.03 -0.04 0.06
H -1.770357 7.549098 -3.321691 0.02 -0.02 0.00
H -2.958799 5.810617 -2.006581 0.09 0.00 0.03
```
Positions in Å, forces in eV/Å.

(3)
Computed, not measured: C25H38F6MnO3P3S2 as an isolated structure, with ωB97M-V/def2-TZVPD.

Computed properties:
- Energy relative to the best compared isomer or geometry (same formula, charge and spin): 5.2 kcal/mol
- HOMO energy (alpha / beta): -4.41 / -4.76 eV
- Kohn-Sham gap (alpha / beta): 7.0 / 7.3 eV
- Total charge: -1
- Spin multiplicity: 6

Structure (XYZ):
```
78
Properties=species:S:1:pos:R:3:forces:R:3
Mn -0.491933 0.795918 -0.637704 0.35 0.15 -0.75
C -1.003752 3.235587 -0.779745 -0.07 0.03 0.01
C -1.563368 2.881282 0.469536 -0.18 0.00 -0.03
C -2.663174 2.031780 0.227811 -0.03 0.13 0.03
C -2.785408 1.857636 -1.169159 -0.06 0.14 -0.01
C -1.760163 2.602527 -1.793565 -0.15 0.08 0.06
H -0.208408 3.948322 -0.939988 0.12 -0.15 0.00
H -1.259766 3.254191 1.436173 0.14 -0.12 0.00
H -3.338827 1.644753 0.979112 0.08 -0.08 -0.02
H -3.577254 1.316345 -1.669030 0.09 -0.12 -0.01
H -1.611121 2.714963 -2.857065 0.10 -0.10 0.00
C -2.453625 -1.154484 2.056911 0.00 0.07 -0.09
P -1.707364 -1.282459 0.384647 -0.20 -0.51 0.28
C -0.617707 -2.745209 0.617089 -0.03 0.09 -0.02
C -3.050701 -2.080475 -0.595180 -0.04 0.06 -0.06
C -4.094773 -2.786642 0.006053 0.01 0.01 -0.04
C -5.069084 -3.407180 -0.761949 0.04 0.03 0.01
C -5.008963 -3.331256 -2.147825 0.00 0.00 0.00
C -3.977589 -2.631498 -2.754907 0.02 0.03 0.00
C -2.990418 -1.998117 -1.997954 -0.02 0.02 0.08
P -1.596742 -1.003571 -2.691821 -0.26 -0.27 -0.06
C -2.299908 -0.464701 -4.302591 0.07 0.04 0.07
C -0.507335 -2.364064 -3.296717 -0.02 0.10 0.05
H -2.614641 -2.132496 2.511881 -0.02 -0.01 0.02
H -3.398593 -0.612931 1.993065 0.03 -0.02 0.02
H -1.767310 -0.579540 2.678181 0.02 -0.01 0.00
H -1.183570 -3.570989 1.051259 0.01 -0.04 0.00
H 0.206506 -2.461557 1.270882 0.02 0.03 -0.02
H -0.207802 -3.056967 -0.343542 0.01 0.02 0.03
H -4.154229 -2.851668 1.086298 0.00 0.00 -0.04
H -5.874962 -3.947808 -0.279645 0.01 0.01 -0.01
H -5.767523 -3.816412 -2.752891 0.04 0.03 0.03
H -3.943283 -2.574906 -3.838477 0.00 0.01 0.06
H -2.477262 -1.304232 -4.978668 -0.03 0.04 -0.02
H -1.577103 0.212039 -4.761840 -0.02 -0.02 0.01
H -3.229664 0.081450 -4.135912 0.02 0.00 -0.01
H -1.098178 -3.214419 -3.643161 0.05 -0.01 -0.04
H 0.179091 -2.678633 -2.510795 -0.03 0.00 -0.02
H 0.090761 -1.965595 -4.116190 0.02 -0.01 0.03
C 1.015646 -0.793123 4.956072 -0.03 0.07 -0.06
C 2.422009 -1.031460 4.428097 -0.04 0.00 -0.11
C 2.555928 -2.385314 3.751660 0.04 0.07 -0.09
O 2.867886 0.073300 3.619677 -0.10 0.00 0.06
P 2.691707 0.359695 2.029874 0.15 0.09 0.16
S 3.801313 -0.790477 0.918164 -0.11 -0.07 0.03
S 0.706883 0.427642 1.686472 0.03 0.02 0.02
O 3.351174 1.817104 1.984326 -0.06 0.02 -0.12
C 3.079929 3.062757 2.653980 -0.05 -0.13 0.13
C 3.539038 3.011864 4.103182 -0.01 -0.04 -0.01
C 1.646011 3.541948 2.521017 -0.01 -0.08 -0.06
H 0.734413 -1.610725 5.626543 0.03 0.07 0.00
H 0.304966 -0.746988 4.131126 0.01 -0.02 0.03
H 0.965079 0.150379 5.504488 -0.01 -0.04 -0.03
H 3.109138 -1.000990 5.274677 0.10 -0.02 0.06
H 1.896744 -2.454962 2.884487 -0.01 -0.01 0.04
H 2.291294 -3.168831 4.467618 0.00 0.05 -0.04
H 3.574401 -2.544021 3.400042 -0.02 -0.01 0.00
H 3.723180 3.754801 2.111970 0.07 0.07 -0.06
H 2.879818 2.373102 4.691889 0.03 0.04 0.00
H 3.528033 4.022136 4.522629 0.00 -0.05 -0.01
H 4.551691 2.610682 4.166170 -0.03 0.02 0.01
H 0.966160 2.910244 3.092811 -0.01 0.03 -0.01
H 1.327101 3.521268 1.477996 -0.02 0.00 0.04
H 1.580369 4.568009 2.894674 0.02 -0.04 -0.02
C 2.992558 -0.232872 -2.811018 0.02 -0.03 0.04
C 1.858944 0.791686 -2.908436 -0.03 0.12 -0.05
O 0.694122 0.346930 -2.369090 0.11 0.40 0.52
C 2.356032 2.127803 -2.256320 -0.14 -0.11 0.02
F 2.093559 2.133102 -0.943023 0.01 -0.04 0.02
F 3.684415 2.318488 -2.382914 -0.07 0.08 -0.10
F 1.757095 3.223946 -2.774964 0.05 -0.04 0.07
C 1.601028 1.077894 -4.409233 0.01 -0.06 0.05
F 2.633967 1.713261 -5.011031 -0.09 -0.06 -0.03
F 0.500259 1.811593 -4.630553 0.06 -0.02 -0.06
F 1.418633 -0.084683 -5.083135 0.02 0.14 -0.01
H 3.248833 -0.365618 -1.760857 0.01 -0.02 0.02
H 3.879329 0.080077 -3.363649 0.00 -0.05 0.01
H 2.626472 -1.178627 -3.207987 -0.01 0.02 0.03
```
Positions in Å, forces in eV/Å.